{
  "formula": "C27H37AsN2NaO3S3",
  "method": "ωB97M-V with the def2-TZVPD basis set",
  "elements": ["Na", "O", "S", "C", "C", "C", "C", "S", "O", "C", "C", "C", "C", "C", "C", "C", "C", "C", "C", "C", "C", "H", "H", "H", "H", "H", "H", "H", "H", "H", "H", "H", "H", "H", "H", "H", "H", "H", "H", "C", "C", "O", "N", "C", "C", "C", "C", "C", "C", "N", "H", "H", "H", "H", "H", "H", "H", "H", "H", "H", "C", "As", "C", "C", "S", "H", "H", "H", "H", "H", "H", "H", "H", "H"],
  "positions_angstrom": [[-0.1944, 0.0270, 0.1250], [-0.0415, 0.1089, 2.3961], [-0.0210, 0.1708, 3.8944], [1.6951, -0.1242, 4.3914], [2.7166, 0.5396, 3.4739], [3.1072, -0.3574, 2.3007], [3.9959, 0.3671, 1.2931], [3.4525, 0.1420, -0.4165], [1.9717, 0.3715, -0.3975], [3.6777, -1.6259, -0.5429], [4.9665, -2.1456, -0.5787], [5.1388, -3.5144, -0.6992], [4.0318, -4.3499, -0.7981], [2.7522, -3.8170, -0.7831], [2.5675, -2.4450, -0.6588], [-0.1282, 1.9090, 4.2939], [-0.2140, 2.3035, 5.6237], [-0.3374, 3.6506, 5.9194], [-0.3933, 4.5871, 4.8927], [-0.3275, 4.1778, 3.5702], [-0.1960, 2.8292, 3.2615], [1.8014, -1.2109, 4.4013], [1.7544, 0.2257, 5.4238], [3.5986, 0.8073, 4.0603], [2.3062, 1.4784, 3.0906], [2.1912, -0.6812, 1.8049], [3.6119, -1.2545, 2.6644], [5.0432, 0.0627, 1.3285], [3.9609, 1.4515, 1.4212], [5.8287, -1.4911, -0.5197], [6.1371, -3.9306, -0.7227], [4.1714, -5.4183, -0.8940], [1.8913, -4.4672, -0.8666], [1.5745, -2.0152, -0.6612], [-0.1940, 1.5695, 6.4213], [-0.4008, 3.9710, 6.9506], [-0.4968, 5.6377, 5.1295], [-0.3816, 4.9071, 2.7723], [-0.1550, 2.4847, 2.2366], [-3.4686, -2.3069, -1.4307], [-2.9066, -1.4391, -0.3394], [-1.7736, -1.6108, 0.0984], [-3.7303, -0.4863, 0.1564], [-3.3429, 0.4063, 1.2353], [-2.9294, 1.7690, 0.7296], [-3.7206, 2.8899, 0.9280], [-3.3050, 4.1067, 0.4062], [-2.1209, 4.1583, -0.3077], [-1.3925, 2.9873, -0.4573], [-1.7732, 1.8219, 0.0598], [-2.6721, -2.5049, -2.1431], [-4.3129, -1.8511, -1.9453], [-3.7896, -3.2506, -0.9876], [-4.6208, -0.3517, -0.2911], [-2.5046, -0.0597, 1.7536], [-4.1723, 0.5005, 1.9366], [-4.6466, 2.8097, 1.4821], [-3.9032, 4.9972, 0.5484], [-1.7660, 5.0809, -0.7451], [-0.4638, 2.9777, -1.0177], [2.2291, -0.5084, -3.8922], [0.3679, -0.4370, -4.3809], [-0.0296, -2.1931, -5.0606], [0.2853, 0.7298, -5.9069], [-0.8824, 0.1560, -2.8204], [2.8255, -0.8179, -4.7500], [2.3471, -1.2210, -3.0770], [2.5395, 0.4785, -3.5542], [0.6449, -2.4446, -5.8781], [-1.0599, -2.2044, -5.4101], [0.0842, -2.9091, -4.2491], [0.9474, 0.3720, -6.6940], [0.5811, 1.7283, -5.5923], [-0.7421, 0.7564, -6.2636]],
  "forces_ev_per_angstrom": [[0.07, -0.09, -0.08], [-0.02, -0.06, 0.06], [-0.08, -0.01, -0.17], [0.04, 0.01, 0.07], [-0.01, 0.02, 0.02], [-0.02, -0.01, -0.03], [0.05, -0.01, 0.05], [-0.17, 0.05, -0.05], [0.10, 0.02, -0.06], [0.03, -0.06, 0.05], [-0.03, 0.00, -0.01], [0.01, -0.01, 0.00], [0.01, 0.01, 0.00], [-0.03, 0.01, 0.00], [0.04, -0.04, 0.03], [0.01, 0.05, 0.02], [0.01, -0.01, -0.03], [-0.01, 0.02, 0.01], [0.00, -0.02, 0.03], [0.00, -0.01, -0.03], [0.00, 0.02, 0.03], [0.02, 0.00, 0.01], [0.02, -0.01, -0.01], [0.01, -0.02, 0.00], [0.00, 0.00, 0.00], [0.00, 0.00, 0.01], [0.00, 0.00, 0.00], [0.00, 0.03, 0.01], [0.00, 0.00, 0.02], [0.00, 0.00, 0.00], [0.00, 0.00, 0.00], [0.00, 0.00, 0.00], [0.00, 0.00, 0.00], [-0.01, 0.00, 0.01], [0.00, 0.00, 0.00], [0.00, 0.00, 0.00], [0.00, 0.00, 0.00], [0.00, -0.01, 0.00], [0.00, 0.00, 0.00], [0.00, 0.00, 0.01], [0.04, 0.03, 0.02], [0.00, -0.03, 0.03], [0.03, -0.04, -0.04], [-0.02, 0.01, 0.02], [0.04, -0.01, 0.01], [0.01, 0.03, 0.00], [-0.01, -0.01, 0.01], [0.00, 0.00, 0.00], [0.01, 0.02, 0.02], [-0.10, 0.06, -0.02], [-0.01, 0.00, -0.01], [-0.01, 0.00, 0.02], [0.01, -0.01, -0.02], [-0.01, 0.02, 0.02], [0.00, 0.01, 0.00], [-0.01, 0.01, -0.01], [0.00, 0.00, 0.00], [0.00, 0.00, 0.00], [0.00, 0.00, 0.00], [0.00, 0.00, 0.00], [0.03, 0.00, -0.02], [0.04, 0.00, 0.14], [-0.01, -0.02, -0.01], [-0.02, 0.02, -0.01], [-0.05, 0.03, -0.02], [0.02, 0.00, 0.01], [-0.01, 0.01, -0.05], [-0.02, 0.00, 0.00], [0.00, 0.00, 0.00], [0.00, -0.01, 0.00], [-0.01, -0.01, 0.00], [0.00, 0.00, 0.00], [0.00, 0.00, -0.01], [0.00, 0.01, -0.01]],
  "mulliken_charge": [1.3781, -0.3699, -0.0369, -0.9292, -0.9264, -0.0802, -0.8133, -0.0797, -0.4806, 0.5921, -0.7408, -0.5855, -0.5303, -0.7916, -0.2767, 0.5633, -0.5630, -0.6043, -0.5467, -0.6501, -0.3584, 0.4898, 0.5065, 0.5252, 0.2747, 0.0425, 0.3389, 0.5824, 0.5209, 0.4197, 0.4055, 0.4000, 0.4747, 0.7026, 0.4371, 0.3979, 0.4001, 0.4570, 0.5179, -1.1132, 0.7256, -0.7306, -0.0790, -0.8730, 0.6403, -0.8409, -0.4500, -0.8933, -0.3530, 0.3404, 0.1707, 0.3655, 0.3342, 0.2448, 0.0284, 0.5430, 0.4779, 0.4314, 0.4561, 0.4556, -0.7400, 0.5495, -1.1192, -1.0803, -0.4918, 0.4822, -0.0890, 0.3695, 0.4175, 0.3531, 0.3263, 0.3919, 0.3340, 0.3526],
  "e_lumo_ev": -1.63,
  "homo_energy_ev": -10.552,
  "total_charge": 1
}

=====

{
  "formula": "C6H16ClFNO6PS",
  "method": "ωB97M-V with the def2-TZVPD basis set",
  "elements": ["O", "P", "O", "O", "N", "C", "C", "C", "Cl", "S", "O", "O", "F", "H", "H", "H", "H", "H", "H", "H", "H", "C", "C", "C", "O", "H", "H", "H", "H", "H", "H", "H", "H"],
  "positions_angstrom": [[5.3294, -1.8707, 1.5140], [3.9476, -2.0223, 1.1347], [3.5414, -3.5401, 1.2508], [3.7709, -1.5592, -0.3715], [2.8893, -1.1177, 2.1238], [1.5590, -0.8518, 1.4653], [0.7819, -2.1258, 1.1709], [-0.2376, -1.8547, 0.0570], [-1.2865, -0.4843, 0.4583], [3.6642, 0.3730, 2.4451], [4.5316, 0.2010, 3.5143], [2.6721, 1.3407, 2.6398], [4.4061, 0.7717, 1.1542], [4.1838, -4.0538, 0.7276], [4.6777, -1.4226, -0.7040], [1.6703, -0.2196, 0.5858], [0.9777, -0.2777, 2.1723], [0.2195, -2.4416, 2.0451], [1.3951, -2.9540, 0.8223], [-0.8033, -2.7638, -0.0996], [0.3349, -1.6565, -0.8436], [-4.6383, 2.9591, -0.9395], [-3.4875, 2.3922, -1.7571], [-3.8365, 2.3375, -3.2369], [-3.1579, 1.0849, -1.2882], [-5.5260, 2.3278, -1.0366], [-4.3772, 2.9872, 0.1187], [-4.8946, 3.9693, -1.2621], [-2.5982, 3.0069, -1.6131], [-4.6998, 1.6873, -3.4041], [-3.0061, 1.9242, -3.8101], [-4.0694, 3.3295, -3.6267], [-3.9337, 0.5240, -1.4070]],
  "forces_ev_per_angstrom": [[1.71, 0.58, 0.55], [0.87, -0.51, 0.71], [-0.98, -0.35, -0.41], [-0.53, -0.09, -0.52], [0.43, 0.56, -2.16], [-0.36, -0.13, 0.60], [-0.60, 0.23, -0.50], [1.04, -0.45, 0.47], [-0.09, -0.20, -0.17], [-1.45, -0.28, 1.86], [2.21, -0.78, 0.67], [-1.54, 0.98, -0.82], [0.31, -0.18, -0.48], [-0.25, 0.04, 0.35], [-0.39, 0.12, 0.03], [0.16, -0.15, -0.21], [0.03, 0.18, 0.11], [0.24, -0.14, 0.28], [0.06, -0.01, 0.10], [-0.47, 0.09, -0.06], [-0.27, 0.36, -0.28], [0.09, 0.08, 0.17], [-0.60, -0.23, -0.15], [0.18, 0.01, -0.10], [0.14, 0.21, -0.03], [0.00, 0.02, -0.11], [0.04, 0.03, -0.01], [-0.03, -0.01, 0.00], [0.09, -0.13, 0.07], [-0.06, 0.07, 0.06], [0.03, 0.04, 0.02], [-0.03, -0.01, -0.01], [0.04, 0.04, 0.02]],
  "nbo_charge": [-1.1105, 2.4637, -0.9764, -1.0016, -0.9624, -0.2515, -0.4424, -0.3676, -0.0340, 2.5484, -0.8750, -0.9189, -0.4580, 0.5217, 0.5322, 0.2105, 0.2495, 0.2218, 0.2281, 0.2160, 0.2067, -0.6293, 0.0936, -0.6289, -0.7175, 0.1961, 0.2187, 0.2100, 0.1761, 0.1961, 0.2168, 0.2100, 0.4579],
  "e_lumo_ev": 0.19,
  "homo_energy_ev": -10.287,
  "total_charge": 0
}